ORCA calculation (ωB97M-V/def2-TZVPD) on a structure of composition C37H49BiN4O5Si.

Output
DFT total energy = -2538.598118 Ha
Net charge = 0
LUMO = 0.31 eV
ΔE to the lowest compared entry with this formula, charge and spin = 24.1 kcal/mol
2S+1 = 1
Kohn-Sham gap = 0.299 Eh
Molar mass = 866.9 g mol⁻¹

The geometry in XYZ format:
```
97
C37H49BiN4O5Si | OMol25 | ωB97M-V/def2-TZVPD
Bi 0.292 -0.187 0.125
O -4.005 1.841 0.602
C -2.635 1.890 0.720
O -2.071 1.086 1.479
C -2.203 3.359 0.655
O -0.937 3.550 0.071
C -0.965 3.341 -1.322
C -1.437 1.937 -1.708
O -1.065 1.440 -2.758
O -2.223 1.336 -0.894
H -4.288 0.930 0.766
H -2.969 3.932 0.114
H -2.121 3.730 1.680
H -1.641 4.070 -1.801
H 0.049 3.494 -1.695
C 1.783 -1.813 -0.464
Si 1.063 -3.126 -1.618
C -0.733 -3.348 -0.986
N -1.430 -2.071 -0.903
C -2.374 -2.017 0.205
C -3.625 -2.869 -0.035
C -4.300 -2.481 -1.363
C -3.542 -1.343 -2.043
C -2.053 -1.664 -2.172
C 1.158 -2.734 -3.469
C 2.177 -1.933 -3.977
C 2.266 -1.651 -5.329
C 1.337 -2.177 -6.210
C 0.337 -3.006 -5.729
C 0.252 -3.279 -4.376
C 2.028 -4.748 -1.335
C 2.958 -5.194 -2.270
C 3.709 -6.335 -2.052
C 3.545 -7.061 -0.884
C 2.616 -6.642 0.053
C 1.873 -5.498 -0.171
H 2.643 -1.319 -0.897
H 2.095 -2.286 0.461
H -0.663 -3.762 0.021
H -1.298 -4.079 -1.577
H -2.652 -0.974 0.360
H -1.861 -2.361 1.109
H -4.307 -2.731 0.806
H -3.343 -3.925 -0.050
H -5.333 -2.175 -1.187
H -4.325 -3.345 -2.033
H -3.663 -0.412 -1.491
H -3.941 -1.175 -3.044
H -1.539 -0.781 -2.560
H -1.936 -2.468 -2.905
H 2.913 -1.521 -3.302
H 3.072 -1.029 -5.695
H 1.393 -1.959 -7.267
H -0.373 -3.445 -6.416
H -0.526 -3.940 -4.021
H 3.092 -4.635 -3.186
H 4.430 -6.656 -2.790
H 4.136 -7.947 -0.705
H 2.476 -7.206 0.965
H 1.155 -5.181 0.574
C 1.938 4.897 0.504
N 2.857 4.003 1.183
C 2.962 4.339 2.585
C 2.478 2.609 1.004
C 2.554 2.174 -0.439
C 3.501 2.791 -1.257
C 3.569 2.512 -2.609
C 2.681 1.606 -3.165
C 1.793 0.937 -2.343
C 1.723 1.195 -0.979
H 2.261 5.924 0.663
H 0.907 4.778 0.857
H 1.962 4.684 -0.561
H 3.261 5.384 2.669
H 3.729 3.720 3.055
H 2.014 4.201 3.128
H 1.462 2.412 1.388
H 3.191 2.029 1.600
H 4.169 3.514 -0.813
H 4.305 3.010 -3.225
H 2.680 1.415 -4.227
H 1.121 0.210 -2.772
C 4.641 0.042 3.914
C 3.222 -0.125 3.516
C 2.055 -0.134 4.257
C 1.004 -0.263 3.336
N 1.521 -0.320 2.113
N 2.854 -0.253 2.227
C -0.451 -0.370 3.554
H 4.737 -0.017 4.993
H 5.007 1.015 3.583
H 5.266 -0.724 3.458
H 1.971 -0.052 5.322
H 3.435 -0.299 1.403
H -0.693 -0.304 4.609
H -0.809 -1.319 3.159
H -0.981 0.405 2.996
```

Charges computed using Mulliken, reported in e: number 1, Bi, carries 1.274; number 2, O, carries -0.622; number 3, C, carries 0.506; number 4, O, carries -0.604; number 5, C, carries -0.851; number 6, O, carries -0.248; number 7, C, carries -0.488; number 8, C, carries 0.500; number 9, O, carries -0.735; number 10, O, carries -0.086; number 11, H, carries 0.440; number 12, H, carries 0.343; number 13, H, carries 0.324; number 14, H, carries 0.455; number 15, H, carries 0.098; number 16, C, carries -1.699; number 17, Si, carries -0.896; number 18, C, carries -0.945; number 19, N, carries 0.983; number 20, C, carries -0.258; number 21, C, carries -0.873; number 22, C, carries -0.838; number 23, C, carries -0.660; number 24, C, carries 0.022; number 25, C, carries 0.981; number 26, C, carries -0.256; number 27, C, carries -0.517; number 28, C, carries -0.677; number 29, C, carries -0.645; number 30, C, carries -0.333; number 31, C, carries 0.435; number 32, C, carries -0.217; number 33, C, carries -0.716; number 34, C, carries -0.460; number 35, C, carries -0.713; number 36, C, carries -0.371; number 37, H, carries 0.759; number 38, H, carries 0.780; number 39, H, carries 0.675; number 40, H, carries 0.387; number 41, H, carries -0.091; number 42, H, carries 0.278; number 43, H, carries 0.478; number 44, H, carries 0.264; number 45, H, carries 0.428; number 46, H, carries 0.285; number 47, H, carries 0.071; number 48, H, carries 0.614; number 49, H, carries -0.296; number 50, H, carries 0.191; number 51, H, carries 0.412; number 52, H, carries 0.496; number 53, H, carries 0.389; number 54, H, carries 0.420; number 55, H, carries 0.355; number 56, H, carries 0.298; number 57, H, carries 0.407; number 58, H, carries 0.379; number 59, H, carries 0.402; number 60, H, carries 0.259; number 61, C, carries -0.904; number 62, N, carries -0.079; number 63, C, carries -0.920; number 64, C, carries -0.325; number 65, C, carries 0.143; number 66, C, carries -0.393; number 67, C, carries -0.948; number 68, C, carries -1.277; number 69, C, carries -0.556; number 70, C, carries 0.335; number 71, H, carries 0.464; number 72, H, carries 0.239; number 73, H, carries 0.227; number 74, H, carries 0.355; number 75, H, carries 0.246; number 76, H, carries 0.318; number 77, H, carries 0.285; number 78, H, carries -0.031; number 79, H, carries 0.442; number 80, H, carries 0.390; number 81, H, carries 0.544; number 82, H, carries 0.969; number 83, C, carries -1.434; number 84, C, carries 0.883; number 85, C, carries -1.422; number 86, C, carries 0.485; number 87, N, carries 0.234; number 88, N, carries 0.028; number 89, C, carries -1.154; number 90, H, carries 0.399; number 91, H, carries 0.273; number 92, H, carries 0.325; number 93, H, carries 0.539; number 94, H, carries 0.220; number 95, H, carries 0.426; number 96, H, carries 0.134; number 97, H, carries 0.240

=====

ORCA calculation (ωB97M-V/def2-TZVPD) on a structure of composition C37H49BrMoN2P2S.

Output
DFT total energy = -5270.115735 Ha
Net charge = +4
LUMO (spin up / spin down) = -12.76 / -13.65 eV
ΔE to the lowest compared entry with this formula, charge and spin = 0.0 kcal/mol
2S+1 = 3
Kohn-Sham gap (spin up / spin down) = 0.196 / 0.163 Eh
Molar mass = 791.7 g mol⁻¹
<S²> = 2.0183

The geometry in XYZ format:
```
93
C37H49BrMoN2P2S | OMol25 | ωB97M-V/def2-TZVPD
C 0.189 6.339 -4.807
C -0.030 5.003 -5.191
C -0.373 4.743 -6.530
C -0.644 5.812 -7.398
N -0.484 7.074 -6.996
C -0.078 7.356 -5.754
C -0.137 3.811 -4.348
C -0.931 2.731 -4.623
C -1.888 2.037 -3.828
C -1.211 0.953 -3.192
C -1.569 0.625 -1.870
C -2.774 1.112 -1.315
C -3.620 1.894 -2.155
C -3.133 2.484 -3.333
Mo 0.486 2.253 -3.235
P 2.204 -0.276 -1.416
H -0.526 3.720 -6.880
H 0.536 6.596 -3.808
H -1.002 5.598 -8.417
H 0.045 8.415 -5.477
H -3.601 3.352 -3.826
H -0.413 0.372 -3.722
H -4.647 2.084 -1.846
H -0.878 -0.033 -1.338
C 1.886 -1.843 -0.441
C 2.686 -3.090 -0.807
H 0.808 -2.050 -0.545
H 2.037 -1.602 0.625
H 2.469 -3.888 -0.082
H 2.423 -3.484 -1.799
H 3.769 -2.921 -0.777
C 2.905 -0.900 -2.996
C 3.304 0.228 -3.935
H 2.145 -1.547 -3.458
H 3.768 -1.538 -2.768
H 3.612 -0.204 -4.896
H 2.469 0.930 -4.131
H 4.142 0.814 -3.539
C 3.737 0.317 -0.550
C 4.996 -0.551 -0.605
H 3.459 0.493 0.504
H 3.938 1.304 -0.994
H 5.832 0.018 -0.176
H 4.899 -1.460 0.003
H 5.285 -0.830 -1.626
Br -2.984 0.990 0.498
P -1.880 -2.813 -3.420
C -0.070 -2.926 -3.419
C 0.392 -4.364 -3.682
H 0.306 -2.559 -2.451
H 0.288 -2.255 -4.211
H 1.486 -4.433 -3.665
H -0.006 -5.059 -2.931
H 0.043 -4.705 -4.665
C -2.406 -2.684 -1.671
C -3.852 -3.153 -1.445
H -2.275 -1.647 -1.344
H -1.737 -3.328 -1.076
H -4.128 -3.060 -0.388
H -4.563 -2.559 -2.027
H -3.980 -4.204 -1.728
C -2.388 -1.487 -4.563
C -2.752 -1.991 -5.965
H -1.560 -0.772 -4.634
H -3.257 -0.990 -4.110
H -3.037 -1.139 -6.589
H -1.891 -2.472 -6.439
H -3.583 -2.702 -5.942
N 0.440 3.133 -1.748
S 1.222 1.440 1.819
C 0.730 2.802 2.821
C -0.540 3.382 2.677
C -0.951 4.356 3.591
C -0.081 4.777 4.606
C 1.223 4.269 4.676
C 1.633 3.285 3.778
C 0.767 0.048 2.808
C 1.735 -0.862 3.265
C 1.348 -1.941 4.067
C 0.000 -2.108 4.418
C -0.970 -1.221 3.928
C -0.586 -0.159 3.107
H 0.305 3.692 -0.904
H -1.195 3.030 1.880
H -1.949 4.792 3.526
H -0.398 5.535 5.324
H 1.935 4.617 5.429
H 2.626 2.840 3.819
H 2.778 -0.657 3.022
H 2.120 -2.635 4.411
H -0.277 -2.940 5.075
H -2.015 -1.373 4.213
H -1.332 0.533 2.722
```

Charges computed using Mulliken, reported in e: number 1, C, carries -0.508; number 2, C, carries 0.387; number 3, C, carries -0.329; number 4, C, carries -0.451; number 5, N, carries -0.436; number 6, C, carries -0.293; number 7, C, carries 0.271; number 8, C, carries -0.041; number 9, C, carries 2.049; number 10, C, carries -1.669; number 11, C, carries -0.991; number 12, C, carries 0.146; number 13, C, carries -0.578; number 14, C, carries -0.882; number 15, Mo, carries -0.153; number 16, P, carries 0.874; number 17, H, carries 0.408; number 18, H, carries 0.417; number 19, H, carries 0.362; number 20, H, carries 0.384; number 21, H, carries 0.604; number 22, H, carries 1.345; number 23, H, carries 0.611; number 24, H, carries 0.886; number 25, C, carries 0.056; number 26, C, carries -1.158; number 27, H, carries 0.119; number 28, H, carries 0.028; number 29, H, carries 0.438; number 30, H, carries 0.028; number 31, H, carries 0.266; number 32, C, carries -0.412; number 33, C, carries -0.976; number 34, H, carries 0.005; number 35, H, carries 0.634; number 36, H, carries 0.455; number 37, H, carries -0.156; number 38, H, carries 0.360; number 39, C, carries -0.103; number 40, C, carries -1.385; number 41, H, carries 0.118; number 42, H, carries 0.429; number 43, H, carries 0.450; number 44, H, carries 0.280; number 45, H, carries 0.315; number 46, Br, carries 0.092; number 47, P, carries 0.197; number 48, C, carries 1.313; number 49, C, carries -1.569; number 50, H, carries -1.153; number 51, H, carries 0.470; number 52, H, carries 0.392; number 53, H, carries 0.393; number 54, H, carries 0.447; number 55, C, carries 0.445; number 56, C, carries -1.438; number 57, H, carries -0.344; number 58, H, carries 0.411; number 59, H, carries 0.399; number 60, H, carries 0.364; number 61, H, carries 0.422; number 62, C, carries 0.366; number 63, C, carries -1.406; number 64, H, carries -0.174; number 65, H, carries 0.461; number 66, H, carries 0.426; number 67, H, carries 0.358; number 68, H, carries 0.387; number 69, N, carries -0.370; number 70, S, carries 0.006; number 71, C, carries 0.271; number 72, C, carries 0.186; number 73, C, carries -0.696; number 74, C, carries -0.477; number 75, C, carries -0.691; number 76, C, carries -0.478; number 77, C, carries 0.866; number 78, C, carries -0.463; number 79, C, carries -0.680; number 80, C, carries -0.408; number 81, C, carries -0.856; number 82, C, carries -0.189; number 83, H, carries 0.223; number 84, H, carries 0.282; number 85, H, carries 0.430; number 86, H, carries 0.428; number 87, H, carries 0.428; number 88, H, carries 0.458; number 89, H, carries 0.520; number 90, H, carries 0.471; number 91, H, carries 0.450; number 92, H, carries 0.481; number 93, H, carries 0.346